[1]
Density functional theory data (wB97M-V/def2-TZVPD) for a cluster of 2 separate species, C4H4N4 in total.

- lowest unoccupied orbital energy (eV) = -1.073
- spin multiplicity = 1
- orbital gap (eV) = 10.15
- molecular weight (g mol⁻¹) = 108.10
- E_HOMO (eV) = -11.2

Positions of all 12 atoms, in Å:
1 C 0.03413 0.21105 -0.55181
2 C 1.56777 0.33353 -0.53545
3 C -0.34250 -0.97202 0.46165
4 C 0.32964 -1.10279 1.83084
5 H 0.48652 2.01356 -0.19168
6 H -1.50836 1.95205 -1.06160
7 H -0.11803 -0.42605 -1.52039
8 H -1.80210 -1.15902 -0.89186
9 N -0.57129 1.54555 -0.07011
10 N 2.77854 0.43984 -0.62568
11 N -1.52371 -1.58799 0.19122
12 N 0.66939 -1.24772 2.96488

Force components x, y, z for each atom (eV/Å):
1.8769 -2.7804 0.9669
5.5195 0.4918 -0.8608
-4.0247 -0.0461 -0.2041
-0.2480 -0.7724 2.4393
-4.3011 0.2969 0.1434
4.1093 -1.2938 3.6257
-0.3730 2.1992 1.0392
0.7612 -1.6539 3.8310
1.1462 0.3881 -4.7145
-7.0446 -0.5775 0.6556
3.7143 3.0478 -2.1441
-1.1362 0.7002 -4.7776

Here are the natural (NBO) charges for atoms 1 to 4, given in e: -0.213 0.199 0.168 0.210

[2]
Density functional theory data (wB97M-V/def2-TZVPD) for the molecule C4H4N4.

- lowest unoccupied orbital energy (eV) = -0.625
- SMILES = [H]/N=c1/cnccnn1
- spin multiplicity = 1
- orbital gap (eV) = 9.03
- molecular weight (g mol⁻¹) = 108.10
- E_HOMO (eV) = -9.7

Positions of all 12 atoms, in Å:
1 H -1.50911 1.22435 1.74575
2 N -0.96902 0.27453 1.99252
3 C -0.73619 -0.22641 0.78736
4 C 0.16673 -1.42117 0.46847
5 N 1.26637 -1.11805 -0.11926
6 C 1.51864 0.25664 -0.37804
7 C 0.72211 1.09456 -1.05889
8 N -0.60428 0.77972 -1.31690
9 N -1.38020 0.10963 -0.50507
10 H -0.15107 -2.51250 0.78938
11 H 2.47978 0.73458 -0.26429
12 H 0.96264 2.01097 -1.54330

Force components x, y, z for each atom (eV/Å):
0.9776 -2.4719 0.9916
-0.3209 1.2728 -4.8307
-1.1237 -0.2594 2.2853
-0.6501 -0.4024 0.9505
-0.0415 0.9468 0.9368
0.3918 -0.1592 -0.7798
-2.4568 -1.1433 0.9190
-2.6335 -1.4465 0.6147
3.4153 2.0642 -0.3520
0.8616 2.2510 -1.0567
0.7997 -1.1543 0.2853
0.7806 0.5021 0.0361

Here are the natural (NBO) charges for atoms 1 to 4, given in e: 0.345 -0.577 0.286 0.093

[3]
Density functional theory data (wB97M-V/def2-TZVPD) for a structure of composition C4H4N4.

- lowest unoccupied orbital energy (eV) = 0.669
- spin multiplicity = 1
- orbital gap (eV) = 9.22
- molecular weight (g mol⁻¹) = 108.10
- E_HOMO (eV) = -8.6

Positions of all 12 atoms, in Å:
1 C -2.14545 -0.07956 -0.12460
2 C -0.21281 -0.77925 0.13240
3 C 1.76207 0.04095 -0.02671
4 C 0.90591 1.18275 -0.11104
5 H -3.29259 0.10728 -0.09871
6 H 1.21909 -2.13371 -0.11319
7 H 2.82436 0.03605 -0.22382
8 H 1.17714 2.20547 0.00712
9 N -1.42520 -1.22974 -0.00832
10 N 1.02037 -1.08415 0.16267
11 N -0.35817 0.65269 0.28692
12 N -1.47471 1.08124 0.11729

Force components x, y, z for each atom (eV/Å):
-3.5570 2.1432 1.5809
-5.8773 4.6878 1.6390
-0.1188 3.4974 -1.1186
1.2793 -3.6240 2.2654
2.1699 -1.3459 -0.3956
0.2385 3.1644 0.7843
-0.1529 -0.2101 0.3072
0.0368 0.4745 -0.2690
-0.7343 -0.5696 -0.9027
3.7536 -5.5523 -1.1773
10.4852 -2.5992 -1.0517
-7.5229 -0.0661 -1.6619

Here are the natural (NBO) charges for atoms 1 to 4, given in e: 0.111 0.439 -0.074 -0.112

[4]
Density functional theory data (wB97M-V/def2-TZVPD) for a structure of composition C4H4N4.

- lowest unoccupied orbital energy (eV) = -0.578
- spin multiplicity = 1
- orbital gap (eV) = 8.19
- molecular weight (g mol⁻¹) = 108.10
- E_HOMO (eV) = -8.8

Positions of all 12 atoms, in Å:
1 C 0.15348 -0.13538 -0.16187
2 C -0.30592 0.76466 0.79408
3 C -1.01846 1.80705 0.40164
4 C -0.25473 0.12529 2.09167
5 H -1.39463 0.28376 -2.01905
6 H -0.24088 -0.99068 -2.26622
7 H 2.19620 -0.89693 0.78577
8 H 1.78824 -1.51646 -0.82353
9 N -0.18397 0.08695 -1.55254
10 N 1.21185 -1.05998 -0.03312
11 N -1.99640 2.39824 -0.07909
12 N 0.04523 -0.86653 2.86227

Force components x, y, z for each atom (eV/Å):
2.2966 -0.4409 -3.7404
2.8642 -4.7907 2.2732
-10.0295 5.9496 -4.0713
3.0773 -7.7088 5.6427
4.4856 -0.0032 3.1948
1.2005 3.9240 3.3353
-4.8950 -0.1570 -2.7618
-2.4694 1.4324 1.0575
-4.5633 -4.1156 -4.2990
4.1651 0.1813 2.3440
6.5204 -2.7773 2.9110
-2.6524 8.5062 -5.8860

Here are the natural (NBO) charges for atoms 1 to 4, given in e: 0.520 -0.477 0.276 0.282